{"formula": "C7H11N", "method": "ωB97M-V/def2-TZVPD", "homo_energy_ev": -8.039, "multiplicity": 1, "smiles": "C=C/C=C/C/C=C/N", "e_lumo_ev": 1.21, "relative_energy_kj_mol": 219.55, "symbols": ["C", "C", "C", "C", "C", "C", "C", "N", "H", "H", "H", "H", "H", "H", "H", "H", "H", "H", "H"], "coordinates": [[-0.77203, 3.57720, 1.98206], [-0.66036, 2.28685, 1.68473], [-0.29091, 1.75890, 0.37097], [-0.23003, 0.46977, 0.09516], [0.09717, -0.11210, -1.28504], [0.05303, -1.60037, -1.20103], [1.05669, -2.43293, -0.99065], [0.75220, -3.77240, -0.61405], [-0.69786, 4.37519, 1.26115], [-0.86556, 3.78573, 3.04351], [-0.78341, 1.58443, 2.51549], [-0.00508, 2.50609, -0.37603], [-0.42684, -0.27421, 0.87338], [-0.65635, 0.25815, -1.99391], [1.00110, 0.35524, -1.71347], [-0.97318, -1.99226, -1.19785], [2.11755, -2.20822, -0.96070], [1.45494, -4.49487, -0.61095], [-0.17107, -4.07018, -0.88277]], "atomic_forces_ev_per_a": [[0.1308, -0.4380, 0.6660], [0.3537, -0.0898, -0.0256], [-0.1358, 0.6846, 0.3329], [0.1991, -0.6583, -0.6639], [-0.1152, 0.9347, 0.0431], [-0.2500, 0.6007, -0.6391], [-0.3681, -1.8589, 0.7301], [0.3645, 0.5890, -0.1589], [0.1107, 0.1082, -0.0520], [-0.3326, 0.5296, -0.2430], [0.0979, -0.0293, -0.3954], [-0.2554, -0.2018, 0.0337], [-0.0792, 0.2788, -0.1548], [-0.1675, -0.2421, 0.1868], [0.1436, -0.5711, 0.4785], [0.4167, -0.0746, 0.1437], [-0.1746, 0.3438, -0.0334], [-0.0530, 0.2885, -0.3015], [0.1143, -0.1940, 0.0527]], "nbo_charge": [-0.397, -0.199, -0.245, -0.136, -0.473, -0.288, 0.006, -0.834, 0.194, 0.198, 0.198, 0.197, 0.199, 0.218, 0.221, 0.189, 0.197, 0.380, 0.373]}